1.
Density functional theory data (ωB97M-V/def2-TZVPD) for C19H48ClFN6O6P2S as an isolated structure at a distorted geometry.

2S+1 ... 1
Gap between HOMO and LUMO ... 0.32483 Ha
Net charge ... 0

Positions of all 84 atoms, in Å:
C (-4.149, -4.157, 0.543)
C (-3.187, -4.785, -0.468)
F (-3.750, -5.897, -1.073)
C (-2.763, -3.845, -1.609)
O (-1.966, -4.736, -2.489)
S (-0.436, -4.674, -2.036)
O (0.283, -4.068, -3.108)
O (0.092, -5.914, -1.599)
O (-0.590, -3.576, -0.884)
C (-1.743, -2.770, -1.301)
C (-1.979, -1.784, -0.167)
C (-3.075, -0.731, -0.404)
C (-3.064, -0.063, -1.775)
Cl (-3.873, -1.002, -3.066)
H (-3.672, -4.157, 1.523)
H (-5.034, -4.788, 0.598)
H (-4.390, -3.129, 0.282)
H (-2.280, -5.127, 0.033)
H (-3.586, -3.590, -2.269)
H (-1.373, -2.195, -2.153)
H (-2.218, -2.313, 0.759)
H (-1.019, -1.300, 0.023)
H (-2.887, 0.074, 0.313)
H (-4.066, -1.109, -0.146)
H (-3.642, 0.857, -1.687)
H (-2.063, 0.250, -2.070)
O (-1.189, -0.521, 3.551)
P (-0.350, 0.610, 4.073)
N (-0.092, 1.496, 2.620)
C (1.008, 2.406, 2.371)
C (-1.321, 2.066, 2.077)
N (1.062, -0.318, 4.508)
C (2.267, -0.279, 3.696)
C (0.776, -1.713, 4.841)
N (0.101, 1.929, 5.148)
C (1.061, 1.731, 6.238)
C (-1.138, 2.492, 5.753)
H (0.933, 3.344, 2.938)
H (1.025, 2.661, 1.309)
H (1.975, 1.962, 2.579)
H (-1.651, 2.958, 2.630)
H (-2.125, 1.330, 2.107)
H (-1.188, 2.351, 1.031)
H (2.078, -0.536, 2.645)
H (3.002, -0.981, 4.093)
H (2.763, 0.692, 3.746)
H (0.649, -2.343, 3.953)
H (-0.128, -1.797, 5.442)
H (1.596, -2.121, 5.438)
H (0.842, 0.859, 6.855)
H (1.048, 2.613, 6.883)
H (2.077, 1.656, 5.858)
H (-1.598, 1.791, 6.457)
H (-1.876, 2.717, 4.978)
H (-0.925, 3.422, 6.280)
O (-0.143, 0.598, -2.958)
P (1.186, 1.128, -3.423)
N (2.250, 0.065, -2.602)
C (3.629, 0.348, -2.256)
C (2.146, -1.319, -3.073)
N (1.100, 2.684, -2.627)
C (1.881, 2.957, -1.433)
C (-0.261, 3.166, -2.408)
N (2.382, 1.710, -4.575)
C (2.578, 3.142, -4.817)
C (2.113, 1.074, -5.896)
H (4.302, 0.360, -3.124)
H (3.987, -0.422, -1.570)
H (3.746, 1.288, -1.726)
H (2.650, -1.474, -4.037)
H (1.102, -1.608, -3.188)
H (2.583, -2.009, -2.351)
H (1.704, 2.223, -0.635)
H (1.633, 3.949, -1.049)
H (2.949, 3.007, -1.646)
H (-0.738, 2.705, -1.534)
H (-0.892, 2.972, -3.274)
H (-0.245, 4.249, -2.259)
H (1.648, 3.682, -5.004)
H (3.221, 3.266, -5.692)
H (3.106, 3.611, -3.991)
H (1.187, 1.449, -6.343)
H (2.016, -0.010, -5.787)
H (2.933, 1.260, -6.590)



2.
Density functional theory data (ωB97M-V/def2-TZVPD) for a 8-piece molecular cluster, C19H48F2N7O15P overall at a distorted geometry.

2S+1 ... 1
Gap between HOMO and LUMO ... 0.32655 Ha
SMILES ... CCCOC[PH](F)(CCC(C)C)[C@H](F)CC.C[N+](=O)[O-].C[N+](=O)[O-].C[N+](=O)[O-].C[N+](=O)[O-].C[N+](=O)[O-].C[N+](=O)[O-].C[N+](=O)[O-]
Net charge ... 0

Positions of all 92 atoms, in Å:
C (-2.383, -1.672, 1.061)
C (-2.080, -3.147, 0.788)
C (-0.597, -3.446, 0.471)
O (0.245, -2.322, 0.596)
C (0.857, -2.203, 1.879)
P (1.057, -0.442, 2.462)
F (0.498, 0.143, 1.002)
C (2.721, 0.311, 2.240)
C (2.946, 1.353, 1.143)
C (2.576, 2.800, 1.484)
C (1.130, 3.016, 1.897)
C (2.840, 3.623, 0.219)
C (1.517, -1.025, 4.226)
F (2.743, -1.730, 4.220)
C (0.534, -1.877, 5.016)
C (-0.958, -1.550, 4.840)
H (-2.287, -1.400, 2.107)
H (-3.415, -1.473, 0.781)
H (-1.755, -1.012, 0.476)
H (-2.449, -3.747, 1.615)
H (-2.671, -3.436, -0.073)
H (-0.528, -3.773, -0.562)
H (-0.246, -4.285, 1.072)
H (1.865, -2.605, 1.788)
H (0.260, -2.765, 2.589)
H (0.036, 0.320, 3.049)
H (3.409, -0.514, 2.083)
H (3.003, 0.762, 3.187)
H (4.026, 1.386, 0.988)
H (2.533, 1.057, 0.187)
H (3.272, 3.157, 2.241)
H (1.014, 4.069, 2.139)
H (0.491, 2.812, 1.046)
H (0.834, 2.459, 2.780)
H (2.555, 4.661, 0.349)
H (3.883, 3.525, -0.064)
H (2.256, 3.187, -0.587)
H (1.706, -0.112, 4.799)
H (0.764, -1.818, 6.075)
H (0.687, -2.913, 4.726)
H (-1.364, -2.078, 3.985)
H (-1.493, -1.931, 5.704)
H (-1.170, -0.489, 4.774)
C (-4.786, -1.430, -2.332)
N (-4.742, -2.742, -1.634)
O (-4.036, -3.618, -2.103)
O (-5.422, -2.867, -0.634)
H (-4.139, -1.476, -3.195)
H (-5.817, -1.252, -2.624)
H (-4.449, -0.676, -1.627)
C (7.914, 1.754, 2.004)
N (6.926, 1.992, 0.918)
O (6.893, 1.210, -0.011)
O (6.207, 2.967, 1.036)
H (8.472, 0.855, 1.769)
H (8.565, 2.622, 2.053)
H (7.356, 1.639, 2.928)
C (-1.896, 5.653, 3.673)
N (-1.382, 5.578, 2.278)
O (-2.051, 4.979, 1.461)
O (-0.319, 6.122, 2.059)
H (-2.841, 5.126, 3.719)
H (-1.153, 5.190, 4.316)
H (-2.015, 6.703, 3.920)
C (9.677, 5.577, 4.861)
N (9.714, 4.368, 3.994)
O (10.200, 3.352, 4.448)
O (9.244, 4.479, 2.878)
H (10.124, 5.327, 5.815)
H (10.236, 6.356, 4.352)
H (8.636, 5.864, 4.972)
C (-5.002, -1.413, -7.234)
N (-4.364, -0.571, -6.188)
O (-5.004, -0.308, -5.186)
O (-3.229, -0.195, -6.406)
H (-6.000, -1.679, -6.909)
H (-5.028, -0.827, -8.148)
H (-4.383, -2.297, -7.358)
C (-2.244, -1.446, -10.544)
N (-3.601, -2.004, -10.293)
O (-3.717, -3.208, -10.196)
O (-4.511, -1.203, -10.182)
H (-1.544, -2.269, -10.612)
H (-2.291, -0.886, -11.473)
H (-2.008, -0.790, -9.711)
C (-6.804, -5.723, -2.380)
N (-7.914, -5.510, -3.349)
O (-8.067, -4.388, -3.795)
O (-8.593, -6.476, -3.632)
H (-6.294, -4.783, -2.229)
H (-7.241, -6.086, -1.455)
H (-6.138, -6.466, -2.807)



3.
Density functional theory data (ωB97M-V/def2-TZVPD) for a 5-piece molecular cluster, C19H48FO22P5 overall at a distorted geometry.

2S+1 ... 1
Gap between HOMO and LUMO ... 0.38050 Ha
SMILES ... C[C@]1(CCCF)OC(=O)O[C@H]1P(=O)(O)O.COP(=O)(OC)OC.COP(=O)(OC)OC.COP(=O)(OC)OC.COP(=O)(OC)OC
Net charge ... 0

Positions of all 95 atoms, in Å:
C (-0.046, 1.306, 0.636)
C (-1.121, 1.005, -0.451)
C (-0.637, 0.557, -1.858)
C (0.870, 0.236, -1.974)
C (1.351, -0.959, -1.126)
F (1.605, -2.098, -1.875)
O (-1.962, 2.195, -0.372)
C (-2.923, 1.946, 0.587)
O (-3.810, 2.601, 0.865)
O (-2.643, 0.681, 1.154)
C (-2.187, -0.016, -0.003)
P (-3.723, -0.269, -1.052)
O (-4.854, -0.366, -0.138)
O (-4.016, 0.939, -2.117)
O (-3.675, -1.665, -1.902)
H (-0.386, 2.069, 1.342)
H (0.869, 1.706, 0.174)
H (0.248, 0.393, 1.179)
H (-0.844, 1.400, -2.545)
H (-1.215, -0.302, -2.243)
H (1.443, 1.138, -1.726)
H (1.123, -0.006, -3.020)
H (0.683, -1.189, -0.279)
H (2.308, -0.665, -0.659)
H (-1.831, -1.044, 0.179)
H (-3.486, 0.867, -2.930)
H (-4.608, -1.803, -2.147)
C (6.780, -4.204, 0.654)
O (5.568, -4.589, 1.316)
P (4.599, -3.427, 1.832)
O (4.872, -2.108, 1.253)
O (4.684, -3.510, 3.406)
C (5.946, -3.233, 4.017)
O (3.158, -4.011, 1.567)
C (2.855, -4.427, 0.233)
H (7.457, -3.712, 1.352)
H (7.254, -5.106, 0.272)
H (6.565, -3.540, -0.183)
H (6.442, -2.389, 3.534)
H (6.581, -4.118, 3.963)
H (5.770, -2.986, 5.061)
H (3.146, -5.469, 0.104)
H (3.369, -3.808, -0.504)
H (1.782, -4.338, 0.082)
C (10.199, 2.378, 2.753)
O (10.001, 1.148, 2.046)
P (9.313, -0.063, 2.832)
O (8.630, 0.321, 4.069)
O (10.466, -1.137, 2.992)
C (11.595, -0.784, 3.786)
O (8.414, -0.748, 1.732)
C (7.458, 0.074, 1.052)
H (10.935, 2.248, 3.546)
H (10.566, 3.117, 2.044)
H (9.259, 2.732, 3.175)
H (11.291, -0.239, 4.682)
H (12.282, -0.175, 3.196)
H (12.101, -1.699, 4.085)
H (7.930, 0.531, 0.182)
H (7.064, 0.853, 1.707)
H (6.637, -0.559, 0.723)
C (-7.048, -0.195, -8.443)
O (-6.396, 0.953, -7.886)
P (-5.043, 0.720, -7.065)
O (-4.418, -0.586, -7.276)
O (-5.423, 1.064, -5.568)
C (-6.386, 0.234, -4.920)
O (-4.166, 1.976, -7.449)
C (-3.929, 2.211, -8.838)
H (-7.436, -0.834, -7.650)
H (-7.875, 0.155, -9.056)
H (-6.359, -0.759, -9.070)
H (-6.230, -0.818, -5.169)
H (-7.391, 0.537, -5.216)
H (-6.274, 0.361, -3.845)
H (-4.734, 2.824, -9.242)
H (-3.864, 1.276, -9.396)
H (-2.989, 2.749, -8.937)
C (-5.555, 1.805, 5.525)
O (-6.555, 1.421, 4.578)
P (-7.570, 2.548, 4.064)
O (-7.144, 3.922, 4.339)
O (-8.969, 2.129, 4.681)
C (-9.096, 2.143, 6.098)
O (-7.783, 2.179, 2.550)
C (-6.612, 2.077, 1.725)
H (-6.013, 2.071, 6.478)
H (-4.891, 0.955, 5.674)
H (-4.972, 2.644, 5.148)
H (-8.598, 3.013, 6.530)
H (-8.670, 1.227, 6.513)
H (-10.155, 2.184, 6.345)
H (-6.224, 1.060, 1.775)
H (-5.842, 2.777, 2.040)
H (-6.893, 2.298, 0.699)



The energy results, record by record, are as follows: -3173.582730; -2805.005547; -4215.109130 Ha.
The HOMO energy results, record by record, are as follows: -8.594; -9.060; -10.085 eV.